Record 1
The following is a DFT calculation (ωB97M-V/def2-TZVPD) of C28H38N4O3P2SSn as an isolated structure in a non-equilibrium geometry.

Cartesian coordinates (Å):
Sn: 3.93852 1.89597 3.31485
S: 2.46249 2.84817 6.06287
P: 0.45775 -2.64204 -1.43274
P: 0.10874 0.07501 -3.23493
O: 3.80548 3.40157 6.20126
O: 2.45513 1.76265 4.94486
O: 1.37009 3.80078 5.90151
N: -1.14064 -2.92215 -0.70369
N: 0.93298 -4.36685 -1.35287
N: 0.71528 0.17723 -4.94911
N: -1.22240 1.18615 -3.57301
C: -0.73550 1.04658 4.77960
C: -3.09192 2.18722 -4.40390
C: -1.53261 2.27216 -2.74842
C: 0.36909 1.42140 1.44125
C: -2.67293 2.90364 -3.23032
C: -1.53428 -2.16834 0.40432
C: 2.15967 1.88698 7.56620
C: 2.00963 0.63015 -5.21969
C: -1.73590 2.13510 4.66757
C: -2.27468 -3.60754 -1.15075
C: -2.19772 1.13600 -4.57400
C: 1.06795 -0.01046 -7.19226
C: -0.29512 0.34010 2.32676
C: -2.87018 -2.42026 0.69014
C: -3.33829 -3.35177 -0.29316
C: 2.38364 -6.11266 -1.48846
C: -0.17723 -2.72358 -3.16611
C: 2.25308 0.52921 -6.58729
C: -1.96934 2.69434 3.24471
C: 0.15296 -0.22030 -6.16463
C: -0.92166 -1.44968 -3.56635
C: 1.04475 -6.63492 -1.49032
C: -0.17755 0.30337 3.81727
C: -0.01806 2.85188 1.61572
C: 0.18273 -5.54561 -1.44407
C: 3.41693 4.01117 3.05462
C: -0.82470 3.38341 2.54244
C: 2.28685 -4.72900 -1.43711
H: 0.70430 -2.86964 -3.80604
H: -0.83724 -3.58641 -3.32114
H: -4.32891 -3.78986 -0.35425
H: -0.89488 -5.53081 -1.44842
H: -0.84029 -0.64408 -6.24144
H: 2.62897 0.96950 -4.40232
H: 3.84987 4.62992 3.85622
H: -3.14994 3.77896 -2.80525
H: -0.82860 4.46807 2.72389
H: 2.32367 4.09601 3.06488
H: 0.49530 3.53842 0.94226
H: -1.20596 -1.52884 -4.62510
H: 1.46411 1.28195 1.51328
H: 0.51714 -0.49224 4.14258
H: 3.03730 -3.95481 -1.44419
H: 2.13063 2.59607 8.40096
H: -0.90482 2.47379 -1.89337
H: 0.89260 -0.20568 -8.24314
H: 1.21830 1.33445 7.48231
H: -1.33582 0.24689 2.01424
H: 3.81905 4.29856 2.07049
H: 0.09787 1.16853 0.39809
H: -2.39973 1.90159 2.61268
H: -0.80963 -1.53345 0.87629
H: -2.69514 1.74151 5.03494
H: 2.97165 1.17460 7.73567
H: -1.46633 2.93077 5.38223
H: -3.93471 2.41464 -5.04971
H: -0.27743 1.00463 5.77723
H: -1.86119 -1.34662 -3.00264
H: 0.74886 -7.67369 -1.53191
H: 3.29587 -6.68683 -1.53011
H: 3.16052 0.81853 -7.09707
H: 0.22482 -0.58745 2.03491
H: -2.75006 3.46194 3.40330
H: -2.20666 0.35538 -5.31679
H: -2.26142 -4.23229 -2.03657
H: -3.43509 -1.99706 1.51027

Its charge is 0. Its LUMO energy is -1.3 eV. The relative energy (zero: lowest compared OMol25 entry of this formula, charge and spin) is 12.71 kcal/mol. Its largest force on an atom is 4.1 eV/A. The calculation puts the total energy at -2829.5626 Eh. As for the HOMO-LUMO gap: 7.06 eV.



Record 2
The following is a DFT calculation (ωB97M-V/def2-TZVPD) of one molecule with the formula C20H26N2O6.

Cartesian coordinates (Å):
O: 4.90184 2.13030 0.97137
O: 1.66250 -3.50383 -0.87806
O: -5.19850 1.61484 -0.32054
O: -0.23951 -0.78976 -0.38484
O: -4.93197 -2.12961 1.32401
O: 6.30007 0.71059 -0.09096
N: 2.39598 -1.76312 0.34120
N: 4.07969 0.39851 -0.23475
C: 2.71701 0.63914 0.18472
C: 2.23624 -0.52231 1.06418
C: -3.84814 -0.31129 0.26196
C: 4.27359 -0.86042 -0.91829
C: -2.59566 -0.93269 0.22974
C: 8.68200 0.84388 -0.10372
C: -6.17925 -0.09062 1.11409
C: -1.66993 1.01485 -0.81664
C: 3.77474 -2.01042 -0.03444
C: -7.48529 1.85870 0.20198
C: -4.01520 0.96798 -0.27932
C: -0.02434 -2.10805 0.07655
C: -6.71136 0.02995 -1.34137
C: 5.08043 1.15366 0.28131
C: 7.39770 1.50376 0.36154
C: -2.90168 1.62526 -0.80750
C: -4.97279 -0.98873 0.92116
C: -6.38285 0.84064 -0.08297
C: 1.42278 -2.51526 -0.21331
C: -1.50515 -0.28087 -0.31089
H: 2.07488 0.70763 -0.69906
H: 8.69612 0.77562 -1.18814
H: -7.64345 -0.51078 -1.20457
H: 3.81365 -2.95703 -0.57467
H: 7.29803 2.51509 -0.04795
H: -0.80857 1.52012 -1.22391
H: -5.99292 0.50461 2.01411
H: -5.92065 -0.68724 -1.55231
H: 5.32845 -0.98556 -1.15409
H: -3.03144 2.61758 -1.20848
H: -7.22731 2.45511 1.07329
H: -6.81072 0.69741 -2.19400
H: 3.69213 -0.84515 -1.84683
H: 4.38391 -2.07668 0.87245
H: 9.53317 1.43156 0.22694
H: 1.20151 -0.36200 1.35245
H: 2.85551 -0.57077 1.96751
H: 2.69324 1.57999 0.73556
H: -2.53370 -1.92252 0.65377
H: 7.35841 1.57598 1.45420
H: 8.75994 -0.15862 0.30854
H: -7.06811 -0.69751 1.28592
H: -7.59709 2.52481 -0.64903
H: -0.22360 -2.18912 1.15541
H: -8.42774 1.35101 0.38376
H: -0.66653 -2.81858 -0.45706

Its charge is 0. The SMILES is CCOC(=O)N1CCN(C(=O)COc2ccc3c(c2)C(=O)CC(C)(C)O3)CC1. Its LUMO energy is 0.1 eV. The relative energy (zero: lowest compared OMol25 entry of this formula, charge and spin) is 21.51 kcal/mol. Its largest force on an atom is 0.7 eV/A. The calculation puts the total energy at -1338.7156 Eh. As for the HOMO-LUMO gap: 8.56 eV.



Record 3
The following is a DFT calculation (ωB97M-V/def2-TZVPD) of an isolated ion of composition C4H7N2O and charge +1 in a non-equilibrium geometry.

Cartesian coordinates (Å):
O: -0.71841 -0.44641 -3.25370
N: -0.94440 1.06777 -1.62219
N: -0.52022 -0.06551 -2.10748
C: 0.30395 -0.68343 0.55246
C: 0.69424 -2.03863 0.51120
C: 0.04796 0.56857 0.60105
C: -0.51436 1.58693 -0.37626
H: -1.44951 1.92870 0.11385
H: 1.22657 -2.25130 1.45563
H: 1.44102 -2.47263 -0.26726
H: 0.21255 2.44899 -0.74193
H: -1.29800 1.92646 -2.24213
H: -0.11098 -2.78645 0.56157
H: 0.41075 1.04835 1.46621

Its charge is +1. Its LUMO energy is -6.5 eV. The relative energy (zero: lowest compared OMol25 entry of this formula, charge and spin) is 157.41 kcal/mol. Its largest force on an atom is 4.4 eV/A. The calculation puts the total energy at -340.8854 Eh. As for the HOMO-LUMO gap: 6.97 eV.



Record 4
The following is a DFT calculation (ωB97M-V/def2-TZVPD) of C28H49ClMgN7O4 as an isolated structure in a non-equilibrium geometry.

Cartesian coordinates (Å):
Cl: -0.08864 -0.19492 -0.27622
Mg: -0.33409 3.36313 -0.52162
O: 1.06301 -0.26513 -1.14358
O: 0.16871 -0.82853 0.97701
O: -1.22481 -0.77316 -0.94566
O: -0.37231 1.20967 -0.02829
N: 1.65567 -4.47214 2.52141
N: -0.55503 3.58210 1.52447
N: 5.21786 -1.15739 -1.64305
N: 1.75946 3.09981 -0.50995
N: -2.48673 0.46750 -4.19342
N: -0.56695 1.85954 4.79106
N: -6.79169 2.10720 -1.61684
C: -1.48376 5.06563 3.45464
C: -0.92591 4.28078 2.36152
C: 0.31426 1.16584 4.54991
C: -1.99292 -0.56740 -4.12504
C: -1.95940 -2.94373 -4.96543
C: 3.62036 -1.58772 0.40051
C: 1.15432 -4.41443 1.48902
C: -4.63658 0.66910 -1.41843
C: -1.45045 -6.03589 0.52046
C: 5.79132 -2.21352 1.66362
C: -5.83794 1.47073 -1.56216
C: 2.71610 1.20021 3.90584
C: -2.76311 5.80871 3.00991
C: 1.48430 0.33530 4.22755
C: 4.22033 1.78591 -2.69832
C: -3.42639 -3.24522 -4.69775
C: 0.51540 -4.36869 0.17371
C: 4.53547 -1.33249 -0.73517
C: -5.98007 -1.48167 -1.94462
C: -1.39737 -1.90331 -4.01423
C: 2.48333 2.04528 2.67470
C: 4.26386 -2.43451 1.48585
C: 4.01782 2.06250 -1.19809
C: -3.28195 6.80421 4.05259
C: 4.10488 3.02488 -3.58688
C: -0.98554 -4.60949 0.17794
C: 2.76412 2.65325 -0.83298
C: -4.84718 -0.83704 -1.19818
H: -0.31414 -1.79192 -4.11228
H: -1.13867 -6.35025 1.51727
H: -3.63036 -3.60091 -3.68673
H: 3.31520 -0.59800 0.75932
H: -1.81415 -2.57923 -5.98253
H: 2.54670 1.42236 1.78116
H: 3.45797 1.07296 -3.01860
H: 0.67431 -3.36811 -0.24933
H: 1.64741 -0.26875 5.12084
H: -3.94722 0.73865 -2.26709
H: -2.73982 7.75232 4.03035
H: 6.29200 -2.75653 0.86120
H: 1.50061 2.50480 2.77762
H: -1.52067 -2.19699 -2.96584
H: 6.09337 -1.17897 1.50799
H: -2.50379 6.45063 2.16237
H: 4.01234 -3.48041 1.30592
H: -5.75353 -1.71708 -2.98281
H: -1.37632 -3.99616 0.99380
H: 4.92783 3.72272 -3.44247
H: 5.20991 1.36006 -2.83221
H: 2.76623 1.87344 4.77296
H: 3.14280 3.54332 -3.55473
H: -0.79353 5.76556 3.92121
H: 4.23152 1.15462 -0.63252
H: -1.11347 -6.80136 -0.17639
H: -4.29797 7.10726 3.80163
H: -5.04204 -0.99163 -0.12287
H: -4.05180 1.06329 -0.58168
H: -6.88088 -0.85664 -1.91521
H: -1.78676 4.35543 4.23084
H: -2.53812 -5.95787 0.54809
H: -3.91173 -1.40507 -1.17818
H: 1.27897 -0.25752 3.33200
H: 6.03607 -2.62599 2.63647
H: -4.03290 -2.33411 -4.78209
H: 1.08501 -4.97390 -0.53846
H: -3.53151 5.09723 2.71596
H: 3.65624 0.65188 3.91468
H: -1.39850 -4.27089 -0.77001
H: -3.24218 6.43386 5.07657
H: 3.22746 2.84408 2.65415
H: 4.12103 2.65086 -4.61364
H: 2.68490 -1.98721 0.00974
H: 4.85667 2.73049 -0.96658
H: -3.88649 -3.90182 -5.43504
H: -1.37299 -3.84936 -4.80594
H: -6.38930 -2.32216 -1.37731
H: 3.78254 -2.27187 2.45263

Its charge is +1. Its LUMO energy is -5.9 eV. The relative energy (zero: lowest compared OMol25 entry of this formula, charge and spin) is 58.38 kcal/mol. Its largest force on an atom is 3.2 eV/A. The calculation puts the total energy at -2440.3303 Eh. As for the HOMO-LUMO gap: 6.87 eV.



Record 5
The following is a DFT calculation (ωB97M-V/def2-TZVPD) of one molecule with the formula C19H29N3O4S in a non-equilibrium geometry.

Cartesian coordinates (Å):
S: 0.41053 3.19329 0.13953
O: 0.61150 4.42743 -0.56931
O: 6.10168 0.01494 -1.10818
O: -0.00002 3.25361 1.51558
O: 5.84901 -0.51242 0.95988
N: -2.31477 0.32697 -0.02500
N: 5.51062 0.06042 -0.05213
N: -0.27487 -1.58329 -0.42838
C: 1.96791 2.27578 0.08424
C: -0.95798 0.80836 -0.10955
C: 3.84950 1.48242 -1.15415
C: -4.37690 0.20012 1.24778
C: 1.14175 -1.81719 1.61058
C: -4.23110 -0.76250 -1.03497
C: 3.61692 0.96102 1.20796
C: 4.30024 0.85152 0.00220
C: 0.59353 -2.50879 -1.13381
C: -3.15174 1.04735 0.91428
C: -0.03054 -0.20631 -0.80145
C: 2.06993 -2.78103 0.87353
C: -0.79056 2.18603 -0.77969
C: 2.67224 2.20490 -1.10663
C: 2.04218 -2.49804 -0.62707
C: -0.26037 -1.87250 0.99279
C: -5.16006 -0.09782 -0.02569
C: -3.00506 0.11359 -1.28074
C: 2.43918 1.68615 1.24426
H: -1.70882 2.76648 -0.72537
H: 1.87168 1.80744 2.15365
H: 2.62080 -3.25027 -1.16480
H: -3.48912 2.01876 0.50961
H: -4.04464 -0.73730 1.69560
H: 1.00424 0.11883 -0.59964
H: 3.08980 -2.69370 1.25447
H: 2.29331 2.71812 -1.97580
H: -6.00955 -0.74674 0.19360
H: -3.32269 1.06649 -1.74249
H: 0.56420 -2.27429 -2.20099
H: 0.17506 -3.51021 -0.99595
H: -2.57509 1.24743 1.82030
H: 1.73344 -3.80562 1.04894
H: -5.00143 0.72836 1.96976
H: -5.54785 0.83498 -0.44282
H: -0.17522 -0.14981 -1.88590
H: 1.53274 -0.79994 1.53920
H: -0.45265 2.13981 -1.81072
H: -0.94069 -1.18614 1.49395
H: 4.42390 1.38958 -2.06333
H: -0.66039 -2.88465 1.10860
H: 4.01210 0.47369 2.08649
H: 2.49548 -1.52414 -0.82935
H: -0.62115 0.93925 0.92682
H: 1.08654 -2.08270 2.66718
H: -2.33299 -0.39943 -1.96692
H: -3.89269 -1.72142 -0.64159
H: -4.75108 -0.93686 -1.97833

Its charge is 0. The SMILES is O=[N+]([O-])c1ccc(S(=O)(=O)C[C@H](CN2CCCCC2)N2CCCCC2)cc1. Its LUMO energy is -1.1 eV. The relative energy (zero: lowest compared OMol25 entry of this formula, charge and spin) is 109.22 kcal/mol. Its largest force on an atom is 1.4 eV/A. The calculation puts the total energy at -1604.7004 Eh. As for the HOMO-LUMO gap: 7.21 eV.



Record 6
The following is a DFT calculation (ωB97M-V/def2-TZVPD) of a 2-piece molecular cluster, C5H10O2S2 overall in a non-equilibrium geometry.

Cartesian coordinates (Å):
S: -0.69020 -0.88286 -2.78717
S: 0.39593 -1.59820 -1.34762
O: 1.21126 -0.54217 -0.45421
O: -0.25005 -2.48209 -0.40750
C: -1.69879 1.16928 1.62686
C: -1.99460 -0.07520 1.64976
C: 1.90517 -2.50634 -1.95495
C: 0.03693 2.64843 0.93486
C: -1.40150 2.40528 1.36414
H: -2.04169 3.20532 1.37837
H: 1.98702 -2.85527 -2.97692
H: 0.46264 1.75524 0.80991
H: 2.23340 -3.31262 -1.22342
H: 2.52247 -1.64798 -1.93623
H: 0.17935 3.27292 0.06153
H: 0.43575 3.30120 1.68959
H: 0.71450 -0.53448 0.39177
H: -2.21095 -0.58294 0.68643
H: -1.79665 -0.73750 2.49479

Its charge is 0. The SMILES is C[S@@](=O)(O)=S.C=C=CC. Its LUMO energy is 0.5 eV. The relative energy (zero: lowest compared OMol25 entry of this formula, charge and spin) is 50.79 kcal/mol. Its largest force on an atom is 4.6 eV/A. The calculation puts the total energy at -1143.2303 Eh. As for the HOMO-LUMO gap: 9.91 eV.



Record 7
The following is a DFT calculation (ωB97M-V/def2-TZVPD) of C5H12MgO3Ru as an isolated structure in a non-equilibrium geometry.

Cartesian coordinates (Å):
Ru: 0.94376 0.78336 -0.04391
Mg: 4.34826 0.69636 -0.09590
O: 2.59356 1.33897 0.66219
O: 0.81808 -1.23360 -0.26773
O: -0.93388 1.47886 -0.37255
C: -1.77613 2.19474 -1.24679
C: -0.24824 -1.45155 0.71262
C: -0.52988 -0.12115 1.34796
C: -1.59628 0.68202 0.66487
C: 1.35039 -2.37064 -0.90643
H: -2.09700 1.38661 1.34653
H: -0.62105 -0.15329 2.43598
H: -1.07631 -1.91310 0.14177
H: -1.13643 2.77472 -1.92110
H: 2.32285 -2.08220 -1.32387
H: -2.36620 0.08672 0.13766
H: 0.11544 -2.18088 1.45261
H: -2.39698 1.49849 -1.83167
H: 1.53941 -3.18912 -0.19499
H: -2.43081 2.87214 -0.67719
H: 0.63316 -2.73091 -1.66008
H: 2.54429 1.63344 1.64003

Its charge is +1. Its LUMO energy (spin up / spin down) is -3.2 / -5.0 eV. As for the spin multiplicity: 6. The relative energy (zero: lowest compared OMol25 entry of this formula, charge and spin) is 23.05 kcal/mol. Its largest force on an atom is 5.7 eV/A. The calculation puts the total energy at -717.9855 Eh. As for the HOMO-LUMO gap (spin up / spin down): 6.84 / 6.60 eV.